# 1
Molecular formula: FHNP
Method: DFT, ωB97M-V with the def2-TZVPD basis set

- Kohn-Sham gap (eV) = 9.27
- LUMO (eV) = -2.418
- ΔE to the lowest compared entry with this formula, charge and spin (kcal/mol) = 86.6
- E_HOMO (eV) = -11.69
- maximum force (eV Å⁻¹) = 3.7

Geometry as XYZ:
```
4
FHNP ωB97M-V with the def2-TZVPD basis set
N -0.557 -1.495 -0.913
F -0.319 1.690 0.474
P -0.143 -0.315 -0.058
H 1.019 0.119 0.497
```

# 2
Molecular formula: FI2P
Method: DFT, ωB97M-V with the def2-TZVPD basis set

- Kohn-Sham gap (spin up / spin down) (eV) = 6.68 / 7.47
- LUMO (spin up / spin down) (eV) = -2.384 / -2.331
- ΔE to the lowest compared entry with this formula, charge and spin (kcal/mol) = 76.9
- E_HOMO (spin up / spin down) (eV) = -9.07 / -9.80
- maximum force (eV Å⁻¹) = 1.3

Geometry as XYZ:
```
4
FI2P ωB97M-V with the def2-TZVPD basis set
F -1.001 0.659 -1.971
P 0.834 0.626 0.613
I 1.635 -1.613 1.025
I -1.467 0.329 0.333
```

# 3
Molecular formula: FN2O3S
Method: DFT, ωB97M-V with the def2-TZVPD basis set

- Kohn-Sham gap (spin up / spin down) (eV) = 6.51 / 6.50
- charge = -1
- LUMO (spin up / spin down) (eV) = 2.572 / 2.568
- ΔE to the lowest compared entry with this formula, charge and spin (kcal/mol) = 27.9
- E_HOMO (spin up / spin down) (eV) = -3.93 / -3.93
- maximum force (eV Å⁻¹) = 2.4

Geometry as XYZ:
```
7
FN2O3S ωB97M-V with the def2-TZVPD basis set
N -0.027 -1.644 -0.854
N 0.208 1.911 0.772
O -0.255 -1.981 -1.974
O -0.805 2.199 1.371
O 1.230 2.683 0.721
F -1.048 -2.703 0.085
S 0.697 -0.464 -0.121
```

# 4
Molecular formula: FNO3S
Method: DFT, ωB97M-V with the def2-TZVPD basis set

- Kohn-Sham gap (spin up / spin down) (eV) = 7.82 / 7.83
- LUMO (spin up / spin down) (eV) = -1.989 / -1.986
- ΔE to the lowest compared entry with this formula, charge and spin (kcal/mol) = 120.5
- E_HOMO (spin up / spin down) (eV) = -9.81 / -9.81
- maximum force (eV Å⁻¹) = 2.8

Geometry as XYZ:
```
6
FNO3S ωB97M-V with the def2-TZVPD basis set
N 1.470 -0.078 -0.335
O 0.293 0.478 -0.588
O 1.412 -1.110 0.447
O 0.195 -1.268 1.020
F -2.127 1.559 -0.766
S -1.243 0.420 0.222
```